(1)
Molecular formula: C18H23NO
Method: DFT, ωB97M-V with the def2-TZVPD basis set

```
43
Properties=species:S:1:pos:R:3:forces:R:3
C -4.919999 0.224108 5.208709 -0.055 0.105 0.190
O -4.521044 -0.396704 4.012387 0.166 -0.097 -0.311
C -3.491643 0.153364 3.305465 0.058 -0.001 -0.076
C -2.789534 1.293315 3.674074 -0.309 -0.093 0.263
C -1.756600 1.756585 2.873909 0.101 -0.072 -0.228
C -1.408385 1.109426 1.700735 0.115 0.161 0.075
C -0.289441 1.606060 0.828414 0.005 0.116 -0.079
N 0.586667 0.507200 0.457262 0.096 -0.111 0.224
C 1.806805 0.907252 -0.227029 0.287 0.079 -0.175
C 1.477881 1.461005 -1.613328 0.039 0.073 0.304
C 2.756721 -0.296466 -0.292405 -0.287 0.039 0.090
C 2.147755 -1.545151 -0.944575 0.195 0.058 0.101
C 2.120452 -1.500850 -2.446248 -0.087 -0.145 -0.028
C 3.302575 -1.419400 -3.172785 -0.023 0.011 0.027
C 3.284518 -1.382745 -4.555128 0.094 0.014 -0.060
C 2.080256 -1.436046 -5.236034 -0.022 0.017 -0.124
C 0.897277 -1.532904 -4.524392 -0.074 -0.002 -0.080
C 0.919600 -1.566563 -3.141166 0.044 -0.072 0.005
C -2.117667 -0.032111 1.337812 -0.082 0.026 0.093
C -3.141804 -0.506972 2.125964 -0.135 -0.002 0.150
H -5.742401 -0.377125 5.593505 0.054 0.077 0.014
H -5.271332 1.246660 5.034776 0.029 -0.035 0.011
H -4.109369 0.239365 5.944973 -0.030 0.015 -0.035
H -3.030212 1.829241 4.578912 -0.051 0.009 0.087
H -1.218449 2.643887 3.177402 0.071 0.069 0.017
H 0.255442 2.417579 1.346147 -0.120 -0.060 -0.091
H -0.710553 2.024703 -0.092482 0.077 0.074 0.077
H 0.832559 -0.007829 1.299108 -0.036 0.051 -0.024
H 2.334916 1.705092 0.338863 -0.109 -0.169 -0.098
H 0.762597 0.815820 -2.112221 -0.071 -0.014 -0.097
H 2.379040 1.516245 -2.218375 0.072 0.044 -0.112
H 1.056136 2.460388 -1.538424 -0.058 0.107 -0.046
H 3.046093 -0.552237 0.731328 0.071 0.025 0.015
H 3.661814 0.000364 -0.824433 0.070 0.009 0.059
H 2.743972 -2.410394 -0.639116 -0.082 -0.013 0.024
H 1.135687 -1.675891 -0.561105 0.029 -0.116 -0.006
H 4.249093 -1.390218 -2.650931 0.100 0.013 0.063
H 4.213165 -1.316700 -5.103983 0.066 -0.001 -0.038
H 2.065030 -1.407657 -6.315732 -0.003 0.001 -0.079
H -0.046244 -1.582797 -5.048797 -0.071 -0.002 -0.037
H -0.008045 -1.644134 -2.591355 -0.082 0.014 0.082
H -1.848009 -0.545361 0.428014 0.015 -0.091 -0.105
H -3.695319 -1.391406 1.852282 -0.068 -0.110 -0.041
```
Forces are in eV/Å.

orbital gap	0.3384	Eh
charge	0
max |F|	0.42	eV Å⁻¹
electronic energy	-829.677482	Ha
E_HOMO	-8.33	eV
SMILES	COc1ccc(CN[C@H](C)CCc2ccccc2)cc1

Atomic partial charges in e from the Mulliken method, atoms 1 to 4: -0.84 -0.45 0.89 -0.32

=====

(2)
Molecular formula: C6H10
Method: DFT, ωB97M-V with the def2-TZVPD basis set

```
16
Properties=species:S:1:pos:R:3:forces:R:3
C -2.010873 -0.545185 -1.612203 0.282 0.174 0.092
C -1.149443 0.462980 -1.511605 3.100 -0.791 -0.667
C 0.542786 0.252072 -0.881299 -7.789 1.250 -3.582
C 0.379248 0.142346 0.371507 7.649 -0.701 2.882
C -0.516872 -0.027986 1.525503 -0.401 0.378 -0.183
C 2.202623 0.063440 0.833893 -2.962 -0.258 0.794
H -2.859669 -0.511512 -2.295264 -0.170 0.232 0.510
H -1.868007 -1.469114 -1.058029 0.155 -0.064 -0.259
H -1.319373 1.390093 -2.059149 0.042 -0.106 0.046
H 1.251539 0.334797 -1.684326 0.451 -0.020 0.531
H -1.454922 0.508307 1.371141 -0.097 -0.146 -0.010
H -0.729170 -1.087014 1.692391 -0.004 0.088 -0.028
H -0.041658 0.370420 2.425870 -0.033 -0.072 -0.129
H 2.924961 0.132176 0.020303 -0.556 0.045 -0.255
H 2.297810 -0.902622 1.329185 0.240 0.111 0.166
H 2.351019 0.886800 1.532082 0.094 -0.119 0.091
```
Forces are in eV/Å.

orbital gap	0.3524	Eh
charge	0
max |F|	8.66	eV Å⁻¹
electronic energy	-234.450578	Ha
E_HOMO	-8.50	eV
SMILES	C=CC=C(C)C

Atomic partial charges in e from the Mulliken method, atoms 1 to 4: -0.55 -0.41 -0.15 0.36

=====

(3)
Molecular formula: C27H60NO7P
Method: DFT, ωB97M-V with the def2-TZVPD basis set

```
96
Properties=species:S:1:pos:R:3:forces:R:3
C -1.286219 6.811534 1.412413 0.081 -0.103 -0.020
C -2.443049 6.532281 2.368369 0.051 0.055 -0.011
C -3.252915 5.287905 2.009364 -0.153 0.037 0.124
C -3.731776 5.215974 0.553611 -0.090 -0.146 -0.087
N -2.806881 4.605933 -0.398436 0.227 0.099 0.144
P -2.634619 2.862830 -0.295793 -0.081 0.061 -0.315
O -2.606402 1.147434 -0.370422 -0.101 -0.108 0.062
C -1.451243 0.477455 0.087995 0.093 0.186 0.088
C -1.555948 0.053938 1.558902 -0.086 -0.194 0.013
C -0.873699 -1.280083 1.823066 0.001 0.114 0.002
O -0.952078 1.029596 2.426708 -0.275 0.343 0.272
H -1.629158 7.240450 0.468066 -0.034 -0.038 -0.006
H -0.551026 7.497289 1.833184 -0.086 0.085 0.049
H -0.744299 5.892136 1.187041 0.100 0.029 0.019
H -2.050462 6.400910 3.380411 -0.029 0.019 0.014
H -3.107940 7.400305 2.412258 0.003 -0.004 -0.024
H -4.122650 5.236359 2.669736 0.046 0.026 0.046
H -2.654747 4.400835 2.241480 0.004 0.017 -0.029
H -4.014890 6.217023 0.211539 0.024 -0.008 -0.030
H -4.651789 4.619641 0.504347 -0.009 0.034 0.048
H -1.912013 5.084904 -0.386041 -0.048 -0.055 -0.086
H -1.599477 2.930940 -1.239633 0.185 0.043 0.088
H -2.241514 2.809749 1.054757 -0.016 0.042 -0.006
H -3.982303 2.731106 -0.640912 -0.115 -0.054 0.154
H -0.563925 1.127321 -0.005109 0.040 -0.096 -0.032
H -1.288222 -0.394461 -0.545955 -0.026 -0.019 -0.005
H -2.622248 -0.015284 1.797330 -0.001 -0.072 -0.070
H -1.108548 -1.648686 2.821698 -0.018 0.045 0.012
H 0.207226 -1.141595 1.770752 0.016 -0.046 -0.056
H -1.171671 -2.025218 1.085550 0.029 -0.015 0.004
H -1.639306 1.463202 2.956500 0.306 -0.227 -0.315
C 2.576824 -2.547850 -1.678128 -0.013 0.023 -0.031
C 1.901211 -2.979622 -2.977475 -0.015 -0.015 -0.009
C 0.448306 -3.091287 -2.538681 -0.006 0.000 -0.034
O 0.261461 -2.109100 -1.513254 -0.009 0.012 0.044
C 1.531403 -1.610649 -1.086674 0.027 -0.039 -0.005
H 3.538924 -2.060968 -1.830997 0.004 -0.005 -0.013
H 2.729799 -3.412733 -1.029977 -0.008 -0.005 0.003
H 2.012896 -2.204081 -3.738576 0.004 0.009 0.003
H 2.300484 -3.910870 -3.373496 0.005 0.015 0.016
H 0.241089 -4.083599 -2.128654 0.036 -0.020 -0.023
H -0.263756 -2.888037 -3.340789 0.001 -0.001 -0.003
H 1.660159 -0.587023 -1.457097 -0.006 0.002 -0.013
H 1.544927 -1.585186 0.003119 0.012 0.008 0.010
C 7.202512 -4.844643 -3.675951 -0.016 0.034 -0.028
C 6.533865 -5.266565 -4.984549 -0.008 -0.030 0.039
C 5.078077 -5.393307 -4.551591 0.033 0.030 -0.041
O 4.886824 -4.423741 -3.521244 -0.060 0.024 0.025
C 6.147587 -3.917578 -3.084048 0.028 -0.050 0.023
H 8.162560 -4.350035 -3.816117 0.002 -0.003 -0.006
H 7.353132 -5.711406 -3.029856 -0.006 -0.008 0.000
H 6.641374 -4.482382 -5.736228 0.000 0.010 0.003
H 6.929184 -6.193696 -5.397006 0.006 0.001 0.002
H 4.869277 -6.391973 -4.153652 0.003 0.003 0.015
H 4.369018 -5.187264 -5.354821 0.006 -0.012 -0.009
H 6.274363 -2.892360 -3.448995 -0.011 -0.001 -0.012
H 6.151527 -3.898062 -1.993329 0.016 0.005 0.000
C -3.157232 1.913327 5.229986 0.011 0.039 -0.028
C -4.204430 1.829993 4.119865 -0.033 -0.030 0.061
C -5.087929 3.028581 4.446299 0.013 -0.002 -0.123
O -4.230508 4.002945 5.033312 -0.085 0.116 0.075
C -2.971950 3.421863 5.349373 0.149 -0.030 -0.015
H -2.228135 1.393203 4.996032 0.014 -0.022 0.063
H -3.552852 1.501554 6.160038 -0.007 -0.011 -0.010
H -3.735149 1.964947 3.140982 -0.035 0.029 -0.056
H -4.756788 0.891709 4.104621 0.012 -0.008 -0.004
H -5.876253 2.764941 5.158949 0.009 -0.035 -0.006
H -5.553255 3.466535 3.561517 -0.033 -0.018 0.000
H -2.219652 3.782520 4.635938 0.006 -0.005 0.006
H -2.676826 3.746684 6.347808 -0.001 -0.017 0.001
C -1.962994 -7.337430 -3.595237 0.023 0.046 -0.010
C -2.429857 -6.162895 -2.735644 0.012 -0.033 0.021
C -1.451929 -6.234258 -1.569344 -0.032 0.067 -0.016
O -0.230662 -6.742215 -2.107970 0.051 0.013 0.038
C -0.451094 -7.250784 -3.422861 -0.036 -0.043 -0.003
H -2.269383 -7.263901 -4.637797 -0.005 0.002 0.001
H -2.339874 -8.278874 -3.191222 0.000 -0.001 0.012
H -2.303929 -5.223505 -3.277934 0.005 0.005 -0.001
H -3.468290 -6.237317 -2.416375 -0.002 -0.009 -0.007
H -1.813826 -6.906967 -0.784650 0.011 -0.035 -0.024
H -1.251476 -5.260878 -1.119769 -0.041 -0.002 0.035
H -0.010308 -6.566647 -4.156860 0.001 0.016 0.011
H 0.050481 -8.215727 -3.507632 -0.004 0.000 -0.015
C 2.597347 2.895488 1.614458 0.011 0.036 0.031
C 3.680955 3.974413 1.651064 -0.018 -0.020 -0.046
C 3.019508 5.095633 0.856969 0.029 -0.041 0.060
O 1.619389 4.981642 1.107006 -0.041 0.045 -0.051
C 1.333226 3.733952 1.741740 -0.007 -0.039 0.026
H 2.686010 2.154702 2.407052 0.003 -0.003 0.008
H 2.610136 2.373617 0.655599 0.012 0.001 -0.023
H 3.864580 4.293256 2.678995 -0.010 -0.003 0.006
H 4.627995 3.657028 1.216538 0.001 -0.004 0.000
H 3.208145 4.982163 -0.216131 -0.014 -0.006 -0.004
H 3.345140 6.091865 1.159720 0.013 -0.007 -0.001
H 1.082676 3.911658 2.794861 -0.003 -0.003 -0.036
H 0.469754 3.279474 1.255998 -0.043 -0.022 0.018
```
Forces are in eV/Å.

orbital gap	0.3393	Eh
charge	0
max |F|	0.52	eV Å⁻¹
electronic energy	-1987.418728	Ha
E_HOMO	-8.45	eV
SMILES	CCCCN[PH3]OC[C@@H](C)O.C1CCOC1.C1CCOC1.C1CCOC1.C1CCOC1.C1CCOC1

Atomic partial charges in e from the Mulliken method, atoms 1 to 4: -0.82 -0.67 1.14 -1.25

=====

(4)
Molecular formula: C6H8
Method: DFT, ωB97M-V with the def2-TZVPD basis set

```
14
Properties=species:S:1:pos:R:3:forces:R:3
C 1.921130 0.340628 0.304629 -0.072 0.047 -0.067
C 0.827000 0.962621 -0.130823 0.154 -0.048 0.014
C 0.001368 0.481427 -1.251361 -0.013 -0.144 -0.103
C -0.329997 -0.793755 -1.449691 0.058 0.128 0.003
H 2.265356 -0.574993 -0.169662 -0.019 0.126 0.047
H 2.519054 0.733392 1.121685 -0.130 -0.053 -0.062
H 0.516459 1.897608 0.337927 0.078 -0.119 -0.120
H -0.358047 1.244347 -1.940991 0.001 -0.108 0.067
H -0.040322 -1.565708 -0.739611 0.002 0.134 -0.134
H -0.931122 -1.101211 -2.301439 0.117 0.079 0.091
C -1.977403 -0.662237 1.167489 0.130 0.118 0.286
C -1.230031 -0.156955 1.957847 -0.264 -0.141 -0.088
H -2.622359 -1.105676 0.444572 0.031 0.051 0.109
H -0.561084 0.300512 2.649430 -0.074 -0.070 -0.045
```
Forces are in eV/Å.

orbital gap	0.3788	Eh
charge	0
max |F|	0.34	eV Å⁻¹
electronic energy	-233.282364	Ha
E_HOMO	-9.16	eV
SMILES	C=CC=C.C#C

Atomic partial charges in e from the Mulliken method, atoms 1 to 4: -0.64 -0.23 0.04 -1.01